# 1
Density functional theory data (ωB97M-V with the def2-TZVPD basis set) for a structure of composition C33H27BrClN6O2ReSe.

electronic energy	-197729.521	eV
highest occupied orbital energy (spin up / spin down)	-10.078 / -10.173	eV
ΔE to the lowest compared entry with this formula, charge and spin	39.40	kcal/mol
total charge	+1
multiplicity	2
orbital gap (spin up / spin down)	5.899 / 6.159	eV

Structure (XYZ):
```
72
C33H27BrClN6O2ReSe | the Open Molecules 2025 dataset | ωB97M-V with the def2-TZVPD basis set
Re 1.016 0.609 -0.831
C 1.137 4.596 -1.451
O 0.340 3.471 -1.108
C -0.626 3.629 -0.170
C -0.971 4.847 0.400
C -1.974 4.904 1.356
C -2.636 3.751 1.742
C -2.298 2.538 1.166
C -1.289 2.460 0.214
N -0.919 1.216 -0.414
N -1.926 0.379 -0.364
C -2.033 -0.659 -1.172
C -1.244 -0.790 -2.372
O -0.143 -0.193 -2.532
C -1.757 -1.605 -3.438
C -2.822 -2.407 -3.230
C -3.543 -2.433 -1.983
C -4.618 -3.310 -1.788
C -5.317 -3.302 -0.601
C -4.953 -2.411 0.410
C -3.894 -1.543 0.236
C -3.176 -1.540 -0.964
H 0.536 5.367 -1.935
H 1.882 4.234 -2.153
H 1.631 5.009 -0.568
H -0.463 5.751 0.100
H -2.239 5.858 1.791
H -3.418 3.790 2.488
H -2.824 1.640 1.452
H -1.207 -1.595 -4.370
H -3.157 -3.070 -4.020
H -4.894 -3.992 -2.583
H -6.148 -3.978 -0.454
H -5.506 -2.399 1.340
H -3.611 -0.861 1.027
Cl 1.880 -1.765 5.949
C 1.808 -0.776 4.527
C 0.577 -0.429 3.994
C 0.531 0.356 2.853
C 1.693 0.799 2.219
C 1.605 1.637 0.978
C 2.914 0.463 2.803
C 2.980 -0.319 3.946
H -0.331 -0.756 4.481
H -0.435 0.667 2.465
H 2.562 2.119 0.769
H 0.868 2.410 1.193
H 3.832 0.825 2.356
H 3.933 -0.570 4.392
N 5.210 -0.335 -0.923
C 4.866 -1.296 -0.007
C 3.538 -1.131 0.215
N 3.072 -0.084 -0.553
C 4.114 0.373 -1.228
H 6.124 -0.183 -1.317
H 5.578 -1.990 0.401
H 2.899 -1.676 0.886
H 4.096 1.182 -1.936
Se 2.121 2.461 -5.097
C 1.880 1.914 -3.478
N 1.775 1.527 -2.361
Br 2.177 -2.130 -2.764
C 1.106 -2.495 -1.258
C 0.753 -3.823 -1.075
C -0.053 -4.167 -0.007
C -0.481 -3.169 0.852
C -0.084 -1.875 0.605
N 0.698 -1.516 -0.431
H 1.112 -4.562 -1.775
H -0.341 -5.197 0.149
H -1.117 -3.377 1.699
H -0.395 -1.076 1.256
```

# 2
Density functional theory data (ωB97M-V with the def2-TZVPD basis set) for a cluster of 2 separate species, C4H12N2 in total.

electronic energy	-7320.411	eV
highest occupied orbital energy (spin up / spin down)	1.377 / -4.927	eV
ΔE to the lowest compared entry with this formula, charge and spin	20.99	kcal/mol
total charge	-1
multiplicity	2
orbital gap (spin up / spin down)	2.672 / 8.809	eV

Structure (XYZ):
```
18
C4H12N2 | the Open Molecules 2025 dataset | ωB97M-V with the def2-TZVPD basis set
C -2.057 -0.988 0.294
C -1.771 -1.898 -0.866
C -0.564 -2.030 -1.411
H -2.431 -0.015 -0.043
H -1.136 -0.812 0.841
H -2.816 -1.433 0.941
H -2.625 -2.218 -1.463
H -0.396 -2.602 -2.316
H 0.303 -1.584 -0.928
N 1.558 0.409 -0.141
C 1.425 1.207 1.104
N 1.288 2.641 0.953
H 2.495 0.616 -0.493
H 0.924 0.821 -0.825
H 2.351 1.048 1.653
H 0.584 0.815 1.671
H 0.695 2.888 0.165
H 2.172 3.134 0.864
```

| no. | strongest force on any atom (eV Å⁻¹) |
| --- | --- |
| 1 | 0.62 |
| 2 | 1.32 |